Computed, not measured: a 6-piece molecular cluster, C46H94IN3O11P overall at a distorted geometry, with ωB97M-V with the def2-TZVPD basis set.

Structure (XYZ):
```
156
Properties=species:S:1:pos:R:3:mulliken_charge:R:1
C 3.150 -2.489 1.229 -1.2758
C 4.219 -1.716 0.480 -0.3370
C 4.223 -1.929 -1.049 -0.9367
C 4.425 -0.607 -1.792 -0.7248
C 3.154 0.125 -2.212 -0.1442
C 2.114 0.339 -1.112 0.0902
C 0.766 0.758 -1.752 -0.2897
C 0.672 2.291 -1.686 -0.3809
C -0.209 2.977 -2.723 -1.3638
C -1.647 2.466 -2.895 -0.2852
C -2.586 3.319 -2.023 -0.8606
C -3.917 2.604 -1.701 -0.9771
C -4.056 2.023 -0.278 -0.6784
C -4.854 0.718 -0.402 0.3874
C -4.958 -0.169 0.860 -0.6679
C -6.387 -0.343 1.390 -0.9855
C -7.465 -0.709 0.361 -0.8765
C -7.276 -1.989 -0.459 -0.6233
N -6.419 -1.785 -1.632 0.0457
C -5.457 -2.551 -2.010 -0.8725
N -4.686 -2.327 -3.086 0.1400
C -4.931 -3.352 -4.153 0.3657
C -3.766 -3.275 -5.166 -1.1684
C -2.400 -3.321 -4.496 0.0241
C -1.247 -3.448 -5.486 -0.7726
C -1.074 -2.222 -6.404 -1.1588
C -5.132 -4.761 -3.599 -0.9234
C -5.754 -4.794 -2.185 -0.8039
N -5.204 -3.708 -1.292 0.3148
P -3.455 -4.064 -1.144 0.1719
O -2.813 -2.962 -0.136 -0.4301
I -3.442 -6.101 0.239 -0.0577
H 3.347 -2.400 2.295 0.3659
H 3.148 -3.548 0.993 0.3054
H 2.147 -2.106 1.063 0.2402
H 4.070 -0.662 0.682 0.2534
H 5.179 -2.011 0.889 0.5001
H 5.075 -2.557 -1.285 0.4169
H 3.345 -2.467 -1.403 0.3774
H 5.038 0.073 -1.213 0.3258
H 4.986 -0.838 -2.696 0.4537
H 2.670 -0.308 -3.085 0.4495
H 3.480 1.118 -2.513 -0.3764
H 2.416 1.187 -0.510 0.3652
H 1.943 -0.539 -0.504 -0.3178
H -0.073 0.368 -1.175 0.0331
H 0.688 0.404 -2.778 0.3821
H 1.670 2.713 -1.662 0.2713
H 0.226 2.508 -0.716 0.2159
H 0.311 3.048 -3.672 0.5334
H -0.307 4.006 -2.387 0.4327
H -1.914 2.598 -3.938 0.2566
H -1.790 1.413 -2.656 0.1826
H -2.825 4.201 -2.599 0.3151
H -2.084 3.563 -1.094 0.4748
H -4.778 3.243 -1.873 0.5031
H -4.013 1.769 -2.392 0.3557
H -3.094 1.863 0.196 0.4813
H -4.674 2.690 0.310 0.2865
H -5.835 0.976 -0.792 0.2114
H -4.340 0.130 -1.162 -0.3204
H -4.557 -1.151 0.639 0.1244
H -4.352 0.262 1.646 0.5187
H -6.369 -1.139 2.129 0.4411
H -6.734 0.541 1.913 0.3372
H -8.375 -0.885 0.925 0.4623
H -7.698 0.129 -0.286 0.4081
H -6.964 -2.845 0.116 0.3952
H -8.261 -2.222 -0.853 0.3819
H -6.608 -0.961 -2.190 0.4239
H -4.810 -1.384 -3.447 0.5043
H -5.813 -3.085 -4.731 0.3451
H -3.884 -2.395 -5.790 0.5580
H -3.828 -4.120 -5.845 0.3016
H -2.386 -4.200 -3.868 0.0945
H -2.195 -2.458 -3.869 0.1438
H -0.329 -3.559 -4.922 0.4309
H -1.371 -4.379 -6.033 0.4109
H -0.193 -1.679 -6.090 0.3205
H -0.869 -2.572 -7.406 0.2831
H -1.934 -1.567 -6.397 0.3341
H -4.239 -5.369 -3.628 0.3879
H -5.837 -5.257 -4.255 0.4792
H -5.566 -5.745 -1.711 0.3459
H -6.820 -4.613 -2.277 0.3485
H -2.445 -2.228 -0.658 0.2968
O -3.255 -7.163 8.403 -0.5220
C -2.756 -7.272 7.318 0.8229
O -2.957 -6.288 6.418 -0.3710
C -2.303 -6.219 5.150 -0.5327
C -3.011 -7.059 4.108 -0.6792
C -1.985 -8.508 6.919 -1.0920
H -1.246 -6.473 5.244 0.3791
H -2.346 -5.170 4.861 0.3298
H -3.010 -8.117 4.371 0.2536
H -2.528 -6.945 3.136 0.1053
H -4.054 -6.754 4.021 0.3229
H -2.692 -9.290 6.645 0.2625
H -1.408 -8.837 7.779 0.3433
H -1.282 -8.354 6.104 0.3408
O -7.721 -2.681 10.647 -0.5650
C -7.145 -3.707 10.410 0.7035
O -6.564 -3.868 9.206 -0.3784
C -5.724 -4.981 8.873 -0.2903
C -6.534 -6.184 8.439 -0.9427
C -7.127 -4.847 11.403 -0.8768
H -5.042 -5.211 9.690 0.3802
H -5.107 -4.640 8.044 0.2100
H -7.182 -6.544 9.238 0.3009
H -5.872 -6.995 8.139 0.2869
H -7.179 -5.920 7.599 0.3022
H -8.070 -5.388 11.335 0.2418
H -7.032 -4.424 12.400 0.3012
H -6.301 -5.542 11.272 0.3131
O 5.244 2.796 -1.470 -0.5753
C 5.350 3.309 -2.551 0.8615
O 6.459 3.071 -3.277 -0.3644
C 6.620 3.485 -4.637 -0.4497
C 7.057 4.930 -4.732 -0.7492
C 4.310 4.275 -3.073 -0.1443
H 5.713 3.290 -5.212 0.3274
H 7.392 2.837 -5.047 0.3621
H 6.308 5.598 -4.307 0.0982
H 7.226 5.217 -5.771 0.4024
H 7.980 5.083 -4.171 0.2633
H 4.473 5.253 -2.620 0.0525
H 3.329 3.908 -2.777 -0.3401
H 4.297 4.377 -4.156 0.3502
O 3.155 9.213 -2.680 -0.5808
C 4.325 9.216 -2.411 0.7063
O 4.975 8.040 -2.321 -0.3715
C 6.395 7.921 -2.162 -0.1431
C 6.815 8.049 -0.715 -0.7708
C 5.060 10.498 -2.097 -0.9209
H 6.918 8.623 -2.815 0.3734
H 6.640 6.922 -2.521 -0.0552
H 6.568 9.032 -0.310 0.3106
H 7.888 7.895 -0.612 0.2218
H 6.300 7.312 -0.106 0.2870
H 4.848 10.782 -1.068 0.2477
H 4.686 11.272 -2.764 0.3164
H 6.136 10.444 -2.243 0.3357
O 7.259 5.452 0.973 -0.4914
C 8.395 5.356 1.347 0.8173
O 9.271 6.333 1.036 -0.3459
C 10.603 6.396 1.558 -0.4366
C 11.561 5.533 0.763 -1.0022
C 8.878 4.129 2.085 -1.1601
H 10.611 6.158 2.623 0.3581
H 10.896 7.441 1.472 0.3442
H 11.286 4.480 0.808 0.2809
H 12.576 5.640 1.144 0.3699
H 11.546 5.825 -0.287 0.2992
H 9.071 3.338 1.362 0.2736
H 8.087 3.809 2.758 0.3177
H 9.766 4.291 2.691 0.3766
```

* total charge: +1
* electronic energy: -93603.959 eV
* HOMO level: -10.9000 eV